Record 1
55
Properties=species:S:1:pos:R:3:forces:R:3 method="wB97M-V/def2-TZVPD" charge=0 lumo_ev=-0.4 de_lowest_kcal_mol=0.00 largest_force_ev_per_a=3.83
N 1.02415 -0.28476 -0.28323 0.7750 1.7835 0.1803
C 0.11348 -0.85345 0.87767 1.0320 -0.1800 -1.5072
O -0.13770 0.34221 1.52557 -0.3603 1.3972 1.0140
O -0.84088 -1.51541 0.38155 -0.0586 -0.4787 1.1904
H 1.91386 -0.09674 0.24785 -1.0115 0.1668 -1.3849
H 0.61055 0.64175 -0.58781 0.8469 -1.1673 0.2151
H -0.49751 0.27079 2.43764 0.0373 -0.8941 -0.7474
H 3.27947 1.71500 1.67649 0.2362 -0.3202 -0.0249
H 0.96041 -2.40891 1.78263 -0.2866 -0.8680 0.0868
O 1.19732 -1.50275 1.62510 -0.7406 0.2023 0.3288
H 1.43689 4.28040 -0.28394 -0.4031 -0.4131 -0.0616
H 2.24257 3.17115 0.43483 -1.0010 -0.1338 -0.4893
O 1.33901 3.39541 0.10723 1.0112 0.3010 0.5873
H -0.72305 3.18262 0.90285 0.0465 0.7715 -0.5041
H -1.57260 2.11712 1.33489 -0.6720 0.2515 -0.3413
O -1.67674 2.98470 0.89230 0.8347 -1.1442 0.4687
H 3.52543 0.57914 0.65683 0.6920 0.0286 0.3183
H 1.60448 -3.42561 -2.04051 -0.0276 -0.4259 -0.2005
O 3.32191 1.52298 0.73130 -0.3808 0.5529 0.0748
H 1.15741 1.03259 -2.88537 -0.4773 -0.7069 -0.1290
H 1.21422 -0.81377 -1.17095 -0.3659 0.4004 1.1922
O 1.47280 0.11918 -2.96276 0.9041 -0.3857 0.1463
H 3.31591 -1.43828 1.65734 0.3270 0.0144 -0.3875
H 4.53346 -1.69044 0.69441 -0.1086 -0.0562 0.0920
O 4.04549 -1.01102 1.17062 -0.2943 -0.2315 0.2133
H -1.97967 -0.56881 4.39673 -0.4725 0.3640 0.3182
H -2.72902 0.07803 3.13782 -0.3971 0.2374 0.5183
O -2.06924 -0.54027 3.44622 0.8612 -0.5237 -0.7700
H 0.29380 -3.79896 -1.45529 -0.9319 -0.1139 1.3416
H 0.75955 -0.53017 -3.13104 -0.4620 0.9682 -0.4914
O 0.83831 -3.99747 -2.20126 1.1649 0.5559 -1.2266
H -3.25890 -2.27385 1.84967 0.5732 0.4278 0.5187
H -2.90550 -2.48627 0.36704 0.2872 0.2462 0.1149
O -3.54575 -2.69129 1.04994 -0.8012 -0.6638 -0.5657
H 1.65021 1.54705 3.77797 0.4129 0.3108 0.7357
H 1.92743 0.15284 3.79611 0.2447 -1.1092 0.0313
O 2.15610 0.91431 4.32523 -0.7336 0.7692 -0.9465
H -0.20244 3.48574 -2.08576 -0.2948 -0.5796 -0.0935
H 1.06266 4.07412 -2.67132 -0.2987 0.0928 0.0598
O 0.22681 4.31980 -2.25115 0.7392 1.1481 -0.3233
H -0.56103 -3.25804 0.74431 -0.5984 -0.6181 -0.7433
H -0.93632 -4.77951 0.31418 0.1227 0.6294 0.3373
O -0.23490 -4.11124 0.37353 0.2076 -0.1271 0.2576
H -1.05128 1.78362 -1.15016 0.4850 0.6298 -0.3202
H -1.19186 1.06139 -2.39521 0.1555 -0.0830 -0.6099
O -0.66182 1.80357 -2.05318 -0.9231 -0.9020 1.3034
H 0.01001 -2.33415 -3.51800 1.3934 -2.9825 0.9546
H -1.36211 -1.65282 -3.04332 -0.5793 -0.4378 1.0758
O -0.62461 -1.69166 -3.63139 -0.6806 3.2207 -1.9657
H -1.99281 -0.76068 -0.86802 0.2565 -0.2796 -0.1257
H -2.98955 0.10393 -1.62479 -0.5302 0.2932 -0.0766
O -2.34071 -0.59066 -1.76376 0.2850 -0.0514 0.2388
H -3.08355 2.53132 -0.82419 0.4369 -0.5467 -0.6699
H -4.39940 2.06133 -0.62814 -0.8417 -0.6279 -0.1904
O -3.66475 1.83488 -1.20529 0.3643 1.2883 0.9821

***

Record 2
7
Properties=species:S:1:pos:R:3:forces:R:3 method="wB97M-V/def2-TZVPD" charge=0 lumo_ev=0.5 de_lowest_kcal_mol=0.00 largest_force_ev_per_a=1.06
N -0.66055 -0.87993 -0.40814 0.3884 -0.6285 0.7660
P 0.49612 -0.25148 0.64085 -0.5497 0.0600 -0.5197
O 0.95662 0.84359 -0.47946 0.8140 0.4744 -0.1668
I -0.89328 1.25486 2.12489 0.0385 0.0138 0.0807
H -1.03398 -1.81726 -0.21644 0.2614 0.8837 -0.5063
H -0.63906 -0.50041 -1.34730 -0.3387 -0.3525 0.1523
H 1.77413 1.35063 -0.31441 -0.6139 -0.4510 0.1938

***

Record 3
6
Properties=species:S:1:pos:R:3:forces:R:3 method="wB97M-V/def2-TZVPD" charge=0 lumo_ev=0.6 de_lowest_kcal_mol=37.61 largest_force_ev_per_a=4.64
F 0.11242 1.51068 -1.69815 -2.0165 -3.1095 2.6183
C -0.54291 0.35240 -1.05690 -0.0643 -1.3763 -4.4278
C -0.21706 -0.38937 0.00709 0.1766 1.8015 -0.8361
F -0.71179 -1.62073 -0.00633 -0.0878 -0.1527 0.8112
Cl 0.65585 0.09604 1.38118 0.0405 -0.2898 -0.0822
H -1.19527 -0.42040 -1.84084 1.9516 3.1269 1.9167

***

Electronic energy, respectively: -39951.5228 -20977.0724 -20045.0262 eV.
HOMO, respectively: -10.82 -8.74 -10.11 eV.